1.
Formula: C32H100N8O14
Source: the Open Molecules 2025 dataset
Level of theory: ωB97M-V/def2-TZVPD

Computed properties:
Lowest unoccupied orbital energy ... -0.00675 Eh
E_HOMO ... -0.334 Ha
Energy relative to the best compared isomer or geometry (same formula, charge and spin) ... 12.0 kJ/mol
HOMO-LUMO gap ... 8.893 eV

Geometry as ORCA input:
```
! wB97M-V def2-TZVPD RIJCOSX def2/J DEFGRID3
* xyz 0 1
O 23.865 22.501 -0.199
H 24.191 22.417 -1.106
H 23.837 21.592 0.130
O 31.599 23.365 2.805
H 31.715 23.056 1.865
H 32.296 22.914 3.298
O 26.804 21.770 3.452
H 27.798 21.764 3.327
H 26.482 22.364 2.724
O 29.215 21.501 -0.049
H 28.845 22.010 -0.781
H 28.990 20.543 -0.266
O 23.561 22.335 3.099
H 24.270 22.407 3.756
H 23.821 21.579 2.563
O 29.604 21.514 3.020
H 29.949 21.603 2.114
H 30.008 22.255 3.509
C 33.686 28.194 4.943
C 32.938 27.215 5.831
C 31.534 26.959 5.315
O 30.813 28.161 5.362
C 29.435 27.984 5.044
N 33.734 25.997 5.925
H 33.173 29.160 4.967
H 33.812 27.845 3.916
H 34.673 28.407 5.356
H 32.900 27.699 6.811
H 31.021 26.188 5.900
H 31.672 26.636 4.273
H 29.330 28.079 3.961
H 28.956 28.853 5.492
H 29.026 27.085 5.509
H 33.287 25.233 6.417
H 34.040 25.662 5.021
C 26.388 25.335 7.257
C 25.273 26.361 7.517
C 25.573 27.764 7.040
O 26.719 28.262 7.682
C 27.008 29.572 7.258
N 23.976 25.932 6.934
H 26.027 24.393 7.679
H 27.310 25.613 7.763
H 26.496 25.177 6.182
H 25.095 26.373 8.598
H 24.731 28.400 7.336
H 25.695 27.744 5.945
H 28.012 29.874 7.583
H 26.386 30.296 7.806
H 26.994 29.639 6.169
H 23.789 25.019 7.349
H 24.091 25.733 5.937
C 31.840 21.831 9.392
C 31.046 21.631 8.117
C 30.432 22.909 7.636
O 29.604 22.604 6.549
C 29.259 23.759 5.798
N 31.905 21.050 7.041
H 32.444 22.740 9.381
H 32.487 20.980 9.602
H 31.148 21.919 10.235
H 30.255 20.889 8.294
H 31.218 23.616 7.328
H 29.855 23.417 8.421
H 29.046 24.607 6.457
H 28.358 23.537 5.228
H 30.103 24.001 5.144
H 32.312 20.200 7.427
H 31.279 20.728 6.304
C 26.176 25.431 2.778
C 26.787 24.841 1.489
C 28.288 24.704 1.649
O 28.845 25.957 1.691
C 30.206 25.929 1.997
N 26.194 23.525 1.241
H 25.107 25.534 2.554
H 26.567 26.429 2.948
H 26.303 24.714 3.586
H 26.574 25.500 0.633
H 28.747 24.135 0.818
H 28.464 24.070 2.530
H 30.348 25.554 3.010
H 30.666 26.915 1.953
H 30.723 25.259 1.304
H 26.371 23.137 0.319
H 25.178 23.625 1.220
C 27.571 27.601 -1.211
C 27.640 27.699 -2.727
C 29.074 27.661 -3.225
O 29.067 27.784 -4.623
C 30.362 27.937 -5.127
N 26.911 26.530 -3.273
H 26.541 27.680 -0.874
H 28.244 28.306 -0.714
H 27.945 26.632 -0.858
H 27.182 28.622 -3.084
H 29.549 26.730 -2.872
H 29.731 28.463 -2.848
H 30.931 28.725 -4.617
H 30.279 28.201 -6.179
H 30.940 27.009 -5.025
H 27.123 26.501 -4.278
H 27.347 25.671 -2.935
C 25.673 33.404 2.054
C 25.943 32.743 3.375
C 26.795 31.479 3.277
O 26.211 30.542 2.410
C 26.788 29.270 2.539
N 26.714 33.648 4.250
H 25.150 32.717 1.379
H 26.573 33.774 1.575
H 24.898 34.172 2.172
H 25.043 32.386 3.900
H 26.897 31.062 4.289
H 27.801 31.714 2.903
H 26.646 28.695 1.614
H 26.339 28.655 3.331
H 27.885 29.319 2.615
H 26.837 33.255 5.180
H 26.177 34.499 4.406
C 26.457 19.495 0.582
C 26.937 18.540 -0.493
C 25.798 18.100 -1.395
O 26.340 17.190 -2.312
C 25.382 16.651 -3.165
N 28.096 19.117 -1.255
H 27.256 19.694 1.296
H 25.636 19.143 1.209
H 26.161 20.443 0.124
H 27.348 17.619 -0.058
H 25.426 18.992 -1.941
H 24.934 17.717 -0.844
H 25.890 16.098 -3.947
H 24.744 17.453 -3.555
H 24.700 15.950 -2.665
H 28.524 18.333 -1.753
H 27.656 19.609 -2.052
C 33.949 23.394 -1.027
C 32.547 23.615 -0.492
C 31.652 24.076 -1.651
O 32.003 25.353 -2.145
C 31.957 26.300 -1.125
N 32.077 22.345 0.085
H 34.593 23.136 -0.169
H 34.444 24.283 -1.417
H 34.047 22.551 -1.708
H 32.507 24.390 0.276
H 30.583 24.092 -1.370
H 31.717 23.383 -2.494
H 32.908 26.371 -0.586
H 31.183 26.026 -0.413
H 31.737 27.289 -1.521
H 32.478 21.533 -0.369
H 31.059 22.167 0.061
*
```


2.
Formula: C4H5NO
Source: the Open Molecules 2025 dataset
Level of theory: ωB97M-V/def2-TZVPD

Computed properties:
Lowest unoccupied orbital energy ... -0.00732 Eh
E_HOMO ... -0.280 Ha
SMILES ... O[C@@H]1C=C=CN1
Energy relative to the best compared isomer or geometry (same formula, charge and spin) ... 351.8 kJ/mol
HOMO-LUMO gap ... 7.408 eV

Geometry as ORCA input:
```
! wB97M-V def2-TZVPD RIJCOSX def2/J DEFGRID3
* xyz 0 1
O -0.574 -1.126 -1.550
C -0.513 -0.388 -0.373
C -0.522 1.118 -0.237
C 0.257 1.586 0.791
C 0.969 0.368 1.139
N 0.611 -0.722 0.483
H -0.325 -0.569 -2.295
H -1.408 -0.617 0.218
H -1.324 1.650 -0.751
H 1.737 0.252 1.907
H 0.994 -1.654 0.565
*
```


3.
Formula: C14H23N2
Source: the Open Molecules 2025 dataset
Level of theory: ωB97M-V/def2-TZVPD

Computed properties:
Lowest unoccupied orbital energy ... -0.14624 Eh
E_HOMO ... -0.459 Ha
Energy relative to the best compared isomer or geometry (same formula, charge and spin) ... 16.4 kJ/mol
HOMO-LUMO gap ... 8.521 eV

Geometry as ORCA input:
```
! wB97M-V def2-TZVPD RIJCOSX def2/J DEFGRID3
* xyz 1 1
C 2.804 2.321 2.306
C 3.670 1.114 1.919
C 2.714 -0.042 1.619
N 1.380 0.569 1.536
C 0.324 -0.127 1.170
C -0.961 0.508 0.973
C -1.070 1.640 0.122
C -2.251 2.368 0.054
C -3.379 1.955 0.777
C -3.317 0.782 1.541
C -2.130 0.061 1.646
C 1.375 2.006 1.831
H 2.801 2.470 3.391
H 3.164 3.244 1.846
H 4.258 1.329 1.022
H 4.360 0.841 2.717
H 2.970 -0.544 0.675
H 2.740 -0.796 2.420
H 0.462 -1.203 1.020
H -0.208 1.942 -0.479
H -2.295 3.260 -0.573
H -4.305 2.530 0.718
H -4.210 0.433 2.059
H -2.067 -0.821 2.287
H 0.629 2.280 2.594
H 1.163 2.609 0.934
C -1.184 -4.174 -0.790
C -0.037 -3.916 0.166
C 0.348 -5.180 0.911
N -0.334 -2.777 1.075
H -0.874 -4.893 -1.557
H -2.045 -4.597 -0.257
H -1.499 -3.257 -1.296
H 0.829 -3.599 -0.426
H 0.698 -5.936 0.199
H 1.151 -4.997 1.631
H -0.516 -5.596 1.444
H -0.173 -3.019 2.049
H -1.301 -2.473 0.988
*
```


4.
Formula: CHN3O2
Source: the Open Molecules 2025 dataset
Level of theory: ωB97M-V/def2-TZVPD

Computed properties:
Lowest unoccupied orbital energy ... -0.00861 Eh
E_HOMO ... -0.392 Ha
Energy relative to the best compared isomer or geometry (same formula, charge and spin) ... 302.7 kJ/mol
HOMO-LUMO gap ... 10.443 eV

Geometry as ORCA input:
```
! wB97M-V def2-TZVPD RIJCOSX def2/J DEFGRID3
* xyz 0 1
C -0.695 -0.109 -0.064
H 2.048 -0.966 0.336
N 0.024 1.147 0.065
N 1.241 0.786 0.007
N 1.228 -0.509 -0.148
O -1.911 0.076 -0.016
O -0.005 -1.119 0.088
*
```


5.
Formula: C10H14BClN2O5P
Source: the Open Molecules 2025 dataset
Level of theory: ωB97M-V/def2-TZVPD

Computed properties:
Lowest unoccupied orbital energy ... 0.04196 Eh
E_HOMO ... -0.137 Ha
HOMO-LUMO gap ... 4.861 eV

Geometry as ORCA input:
```
! wB97M-V def2-TZVPD RIJCOSX def2/J DEFGRID3
* xyz -1 1
C 2.784 2.072 0.819
C 1.932 3.268 0.198
C 0.980 2.836 -0.994
Cl 0.949 1.034 -1.336
P -0.808 3.423 -0.833
B -1.754 2.404 0.488
N -1.408 1.040 0.925
O -2.918 3.032 1.065
C -0.859 5.221 -0.149
O -0.557 5.470 1.030
O -1.262 6.105 -1.014
H 3.586 2.515 1.483
H 2.108 1.433 1.451
H 3.310 1.470 0.029
H 2.706 3.982 -0.221
H 1.413 3.836 1.015
H 1.383 3.326 -1.925
H -1.363 0.394 0.138
H -2.190 0.717 1.512
H -3.623 2.378 0.887
C 0.319 -5.625 -1.067
C 0.991 -5.042 0.000
C 0.534 -3.848 0.541
C -0.600 -3.251 0.008
C -1.274 -3.822 -1.063
C -0.809 -5.014 -1.601
N -1.100 -2.003 0.593
O -0.474 -1.522 1.518
O -2.122 -1.523 0.117
H 0.676 -6.560 -1.484
H 1.871 -5.520 0.413
H 1.064 -3.402 1.373
H -2.155 -3.355 -1.484
H -1.329 -5.470 -2.435
*
```


6.
Formula: C6H7N
Source: the Open Molecules 2025 dataset
Level of theory: ωB97M-V/def2-TZVPD

Computed properties:
Lowest unoccupied orbital energy (alpha / beta) ... 0.02393 / 0.02387 Eh
E_HOMO (alpha / beta) ... -0.232 / -0.232 Ha
Energy relative to the best compared isomer or geometry (same formula, charge and spin) ... 676.3 kJ/mol
HOMO-LUMO gap (alpha / beta) ... 6.964 / 6.963 eV

Geometry as ORCA input:
```
! wB97M-V def2-TZVPD RIJCOSX def2/J DEFGRID3
* xyz 0 1
C 1.276 1.441 0.982
C 0.039 1.657 0.268
C -0.902 -1.074 -0.097
C 0.624 0.700 1.913
C -0.728 0.950 1.291
C -0.805 -1.719 -1.379
N -0.832 0.034 0.289
H 2.268 1.666 0.782
H -0.153 2.315 -0.573
H 0.943 0.106 2.750
H -1.625 1.441 1.789
H -1.486 -1.479 -2.176
H -0.848 -2.771 -1.236
H 0.191 -1.510 -1.761
*
```